# C90H213N15O15

15 unconnected molecules or ions with the total composition C90H213N15O15 at a distorted geometry (wB97M-V/def2-TZVPD, OMol25).

Structure (XYZ):
```
333
Properties=species:S:1:pos:R:3
C -6.502 -11.588 7.877
C -7.760 -11.001 7.308
C -8.872 -12.040 7.001
O -9.891 -11.266 6.459
C -10.934 -11.951 5.720
N -8.145 -9.961 8.231
H -5.687 -10.966 7.507
H -6.296 -12.586 7.490
H -6.532 -11.466 8.960
H -7.411 -10.433 6.445
H -9.070 -12.602 7.914
H -8.486 -12.846 6.376
H -11.489 -12.513 6.471
H -10.618 -12.641 4.937
H -11.667 -11.269 5.289
H -9.074 -9.630 8.014
H -7.644 -9.114 8.003
C -3.515 -10.341 12.641
C -3.358 -10.394 11.132
C -3.043 -11.822 10.533
O -3.076 -11.742 9.087
C -2.564 -12.940 8.541
N -4.422 -9.758 10.436
H -4.424 -10.814 13.012
H -3.448 -9.296 12.945
H -2.618 -10.673 13.163
H -2.521 -9.793 10.778
H -3.749 -12.574 10.885
H -2.069 -12.089 10.942
H -3.148 -13.755 8.969
H -1.536 -13.119 8.854
H -2.667 -13.071 7.463
H -4.313 -9.858 9.437
H -5.326 -10.109 10.715
C -4.252 -16.881 8.609
C -4.053 -16.471 10.017
C -5.253 -16.024 10.768
O -6.226 -17.076 10.688
C -7.445 -16.557 11.295
N -3.413 -17.619 10.699
H -5.015 -17.653 8.506
H -3.432 -17.441 8.159
H -4.509 -15.989 8.038
H -3.438 -15.595 10.220
H -5.574 -15.091 10.306
H -4.989 -15.897 11.818
H -8.126 -17.343 11.621
H -7.891 -15.814 10.634
H -7.222 -16.089 12.254
H -4.135 -18.316 10.584
H -3.210 -17.651 11.688
C -8.806 -16.314 0.397
C -7.270 -16.185 0.317
C -6.716 -17.220 -0.744
O -5.296 -17.470 -0.589
C -4.698 -18.359 -1.551
N -6.962 -14.871 -0.238
H -9.280 -15.782 1.222
H -9.208 -17.317 0.541
H -9.262 -15.974 -0.533
H -6.979 -16.341 1.355
H -6.922 -16.876 -1.757
H -7.208 -18.193 -0.739
H -3.779 -18.806 -1.173
H -4.506 -17.847 -2.493
H -5.430 -19.103 -1.866
H -5.989 -14.616 -0.323
H -7.494 -14.049 0.010
C 4.521 -15.343 0.103
C 4.120 -14.264 -0.912
C 3.656 -12.902 -0.279
O 2.499 -12.952 0.584
C 1.355 -13.538 -0.088
N 5.270 -13.974 -1.763
H 3.714 -15.499 0.819
H 5.393 -14.923 0.605
H 4.739 -16.273 -0.421
H 3.273 -14.668 -1.466
H 3.594 -12.215 -1.123
H 4.498 -12.661 0.369
H 0.383 -13.200 0.271
H 1.382 -14.616 0.067
H 1.367 -13.356 -1.163
H 4.987 -13.214 -2.365
H 5.483 -14.816 -2.279
C 5.127 -20.200 5.906
C 4.493 -19.085 5.087
C 5.425 -18.620 4.010
O 6.653 -17.936 4.482
C 6.458 -16.696 5.197
N 3.281 -19.706 4.567
H 5.317 -20.996 5.186
H 4.539 -20.601 6.731
H 6.056 -19.900 6.391
H 4.161 -18.323 5.792
H 4.812 -18.118 3.261
H 5.752 -19.536 3.517
H 6.241 -16.843 6.255
H 5.683 -16.047 4.789
H 7.409 -16.164 5.200
H 2.709 -19.152 3.946
H 3.514 -20.486 3.969
C 3.644 -12.214 4.259
C 4.513 -12.284 5.426
C 4.371 -11.171 6.520
O 5.155 -11.655 7.658
C 4.964 -10.955 8.920
N 4.091 -13.656 5.949
H 3.898 -13.041 3.596
H 3.874 -11.354 3.631
H 2.564 -12.240 4.404
H 5.521 -12.258 5.011
H 3.353 -11.088 6.902
H 4.595 -10.149 6.214
H 5.661 -11.328 9.672
H 3.964 -11.026 9.348
H 5.340 -9.933 8.881
H 3.277 -13.505 6.528
H 4.812 -13.990 6.572
C -2.381 -15.628 -3.364
C -1.584 -15.566 -2.050
C -2.488 -14.757 -1.019
O -2.687 -13.462 -1.503
C -3.038 -12.512 -0.565
N -1.344 -16.908 -1.588
H -3.452 -15.830 -3.338
H -1.925 -16.323 -4.069
H -2.263 -14.622 -3.766
H -0.661 -15.001 -2.185
H -1.973 -14.706 -0.059
H -3.398 -15.296 -0.756
H -3.452 -11.597 -0.989
H -2.221 -12.414 0.149
H -3.890 -12.914 -0.017
H -1.129 -16.821 -0.605
H -2.178 -17.470 -1.684
C -0.636 -9.920 5.196
C -1.392 -10.369 3.993
C -0.554 -10.739 2.798
O 0.270 -9.610 2.506
C 1.429 -9.919 1.802
N -2.336 -11.398 4.362
H -0.304 -8.901 5.000
H 0.230 -10.527 5.459
H -1.210 -9.776 6.111
H -1.953 -9.505 3.636
H -1.207 -10.866 1.935
H -0.013 -11.659 3.018
H 1.348 -9.944 0.715
H 1.764 -10.883 2.185
H 2.194 -9.179 2.034
H -2.808 -11.172 5.226
H -3.094 -11.555 3.714
C 0.368 -22.410 -0.508
C 0.526 -21.036 0.160
C 1.410 -21.102 1.419
C 2.962 -21.182 1.050
C 3.335 -19.939 0.211
C 2.496 -19.784 -1.050
N 1.068 -19.987 -0.718
O 0.144 -19.765 -1.775
C 2.630 -18.280 -1.438
C 3.011 -20.787 -2.119
C -0.870 -20.553 0.614
H -0.382 -22.447 -1.297
H 0.078 -23.039 0.333
H 1.328 -22.747 -0.900
H 1.352 -20.229 2.069
H 1.201 -21.915 2.114
H 3.050 -22.106 0.479
H 3.499 -21.336 1.985
H 4.352 -20.028 -0.170
H 3.248 -19.056 0.845
H 3.693 -18.051 -1.517
H 2.048 -17.955 -2.301
H 2.106 -17.740 -0.650
H 4.036 -20.552 -2.406
H 3.024 -21.842 -1.844
H 2.285 -20.789 -2.931
H -0.878 -19.547 1.033
H -1.281 -21.282 1.313
H -1.654 -20.539 -0.144
H -0.157 -18.870 -1.603
C -3.104 -16.600 4.343
C -1.728 -15.959 4.324
C -1.012 -16.327 5.637
C 0.497 -16.028 5.623
C 1.189 -16.591 4.418
C 0.518 -16.228 3.047
N -0.938 -16.479 3.143
O -1.572 -16.453 1.915
C 0.875 -14.744 2.666
C 1.108 -17.204 2.015
C -1.901 -14.424 4.290
H -3.639 -16.319 3.436
H -3.812 -16.374 5.140
H -3.106 -17.690 4.320
H -1.638 -15.869 6.403
H -1.185 -17.352 5.966
H 0.940 -16.382 6.554
H 0.565 -14.943 5.701
H 1.258 -17.657 4.636
H 2.220 -16.243 4.489
H 1.837 -14.794 2.157
H 0.118 -14.340 1.995
H 0.887 -14.027 3.488
H 0.765 -16.956 1.011
H 2.191 -17.087 1.981
H 0.846 -18.222 2.306
H -1.012 -13.852 4.557
H -2.797 -14.126 4.833
H -2.201 -14.117 3.288
H -1.825 -17.370 1.789
C 2.760 -13.497 12.724
C 3.687 -14.646 12.344
C 2.946 -15.945 12.657
C 1.948 -16.339 11.527
C 2.617 -16.471 10.247
C 3.530 -15.285 9.849
N 4.322 -14.705 10.987
O 5.214 -13.659 10.675
C 4.509 -15.816 8.765
C 2.543 -14.238 9.244
C 4.845 -14.698 13.321
H 2.291 -13.662 13.694
H 2.027 -13.279 11.947
H 3.209 -12.523 12.916
H 3.653 -16.762 12.799
H 2.299 -15.983 13.534
H 1.088 -15.677 11.426
H 1.426 -17.255 11.806
H 1.770 -16.553 9.566
H 3.066 -17.465 10.242
H 5.095 -16.720 8.931
H 3.963 -15.963 7.833
H 5.270 -15.068 8.543
H 1.714 -13.952 9.891
H 3.026 -13.278 9.065
H 2.128 -14.598 8.302
H 4.661 -14.827 14.387
H 5.491 -13.844 13.119
H 5.498 -15.530 13.056
H 6.060 -14.092 10.812
C -1.460 -22.740 6.058
C -1.004 -21.233 5.918
C -1.992 -20.364 6.632
C -1.886 -20.323 8.140
C -0.521 -19.786 8.438
C 0.615 -20.606 7.781
N 0.340 -20.856 6.340
O 1.400 -21.563 5.646
C 1.830 -19.620 7.911
C 1.038 -21.834 8.575
C -1.150 -20.827 4.505
H -2.434 -22.835 5.576
H -0.759 -23.416 5.569
H -1.438 -23.085 7.092
H -1.911 -19.324 6.315
H -2.980 -20.726 6.347
H -2.624 -19.683 8.623
H -1.962 -21.288 8.639
H -0.351 -19.853 9.513
H -0.591 -18.734 8.159
H 1.820 -19.180 8.908
H 1.820 -18.817 7.174
H 2.733 -20.150 7.610
H 2.107 -22.037 8.510
H 0.365 -22.621 8.235
H 0.801 -21.712 9.632
H -0.505 -21.404 3.843
H -2.161 -20.967 4.120
H -0.954 -19.783 4.261
H 2.052 -20.875 5.489
C -6.162 -11.899 4.401
C -6.381 -12.596 3.053
C -7.766 -13.131 2.976
C -8.784 -12.027 2.724
C -8.602 -11.285 1.435
C -7.148 -10.696 1.380
N -6.175 -11.726 1.882
O -4.866 -11.182 1.826
C -6.784 -10.343 -0.139
C -7.238 -9.359 2.128
C -5.460 -13.796 2.881
H -6.336 -12.503 5.291
H -6.723 -10.974 4.536
H -5.146 -11.520 4.505
H -7.754 -13.793 2.110
H -7.989 -13.718 3.866
H -8.874 -11.423 3.628
H -9.762 -12.502 2.641
H -9.409 -10.552 1.460
H -8.810 -11.880 0.546
H -5.977 -9.614 -0.214
H -6.655 -11.326 -0.592
H -7.556 -9.803 -0.687
H -7.665 -9.323 3.131
H -6.226 -8.960 2.191
H -7.715 -8.515 1.630
H -5.571 -14.338 1.942
H -5.487 -14.391 3.793
H -4.420 -13.473 2.923
H -4.371 -11.758 1.240
C -7.316 -22.186 6.354
C -6.593 -20.856 6.005
C -5.666 -21.283 4.748
C -5.128 -20.150 3.898
C -6.353 -19.236 3.503
C -7.194 -18.729 4.653
N -7.582 -19.876 5.492
O -8.561 -19.663 6.370
C -6.489 -17.539 5.379
C -8.589 -18.295 3.981
C -5.681 -20.280 7.043
H -8.143 -22.024 7.045
H -6.617 -22.878 6.824
H -7.741 -22.751 5.523
H -4.925 -21.975 5.146
H -6.319 -21.841 4.077
H -4.813 -20.668 2.993
H -4.262 -19.681 4.364
H -6.979 -19.539 2.663
H -5.849 -18.403 3.012
H -5.531 -17.723 5.865
H -6.446 -16.714 4.668
H -7.169 -17.038 6.068
H -9.235 -17.847 4.737
H -8.499 -17.520 3.220
H -9.077 -19.133 3.483
H -4.916 -19.584 6.701
H -5.190 -21.079 7.600
H -6.373 -19.743 7.692
H -9.362 -20.004 5.967
```

As for the largest force on an atom: 4.0 eV Å⁻¹. The energy above the lowest of the compared OMol25 structures with the same formula, charge and spin is 349.91 kJ/mol. The calculation puts the LUMO energy at 0.359 eV. Its orbital gap is 8.118 eV.